Version A
11
Properties=species:S:1:pos:R:3 method="wB97M-V/def2-TZVPD" spin_multiplicity=1 homo_energy_ev=-8.555 charge=0 lumo_ev=0.909 orbital_gap_ev=9.5
C -1.68658 -1.61828 -0.02624
C 1.41892 0.46971 0.58531
C 2.25851 -0.37080 -0.07576
N -1.28336 -0.56697 -0.63710
N -0.83945 0.29025 -1.22360
F 2.11756 -1.67507 -0.02949
H -1.77787 -2.50560 -0.68243
H -1.98812 -1.52799 1.00663
H 1.81194 1.47353 0.70386
H 0.49368 0.06035 0.87053
H 3.24869 -0.06227 -0.20270

---

Version B
11
Properties=species:S:1:pos:R:3 method="wB97M-V/def2-TZVPD" spin_multiplicity=1 homo_energy_ev=-8.957 charge=0 lumo_ev=0.727 orbital_gap_ev=9.7
C -1.11621 0.79673 -0.38076
C 0.50064 0.92741 -0.10494
C 1.69741 0.27896 -0.01093
H -1.61797 -2.13238 0.35112
H -0.36491 -1.22550 0.81069
H -1.87023 1.46131 -0.75570
H 0.73625 1.88273 0.57662
H 2.63360 0.60620 0.47183
N -0.96251 -1.31925 0.04712
N -1.71242 -0.31136 -0.44155
F 2.07635 -0.96486 -0.56349

---

Most stable: version A

---

Version A
11
Properties=species:S:1:pos:R:3 method="wB97M-V/def2-TZVPD" smiles="O=CNCC(=O)[O-]" spin_multiplicity=1 homo_energy_ev=-4.422 charge=-1 lumo_ev=3.925 orbital_gap_ev=8.3
C -1.85732 -0.11946 -0.09801
N -0.60969 0.14185 -0.45879
C 0.49577 0.47199 0.42241
C 1.74535 -0.38734 0.00060
O 2.71998 -0.27520 0.76322
O 1.62911 -1.02048 -1.06864
O -2.37508 0.07151 0.99904
H -2.47501 -0.56284 -0.90191
H -0.29740 -0.16224 -1.37148
H 0.85132 1.48978 0.26320
H 0.17299 0.35243 1.45035

---

Version B
11
Properties=species:S:1:pos:R:3 method="wB97M-V/def2-TZVPD" smiles="C/[N+]([O-])=C/C(=O)[O-]" spin_multiplicity=1 homo_energy_ev=-4.082 charge=-1 lumo_ev=3.922 orbital_gap_ev=8.0
C -0.43007 -0.72479 -0.18999
C -2.12875 -0.61262 0.24592
C 1.55965 0.65602 -0.27776
N 0.43953 -0.06246 0.41577
O -2.67063 -0.04077 -0.71207
O 0.50797 0.11653 1.65212
O -2.38503 -0.98450 1.34622
H -0.44326 -0.80049 -1.30593
H 2.40741 0.20642 0.11416
H 1.53813 1.63852 0.05804
H 1.60505 0.60814 -1.34647

---

Version C
11
Properties=species:S:1:pos:R:3 method="wB97M-V/def2-TZVPD" spin_multiplicity=1 homo_energy_ev=-4.336 charge=-1 lumo_ev=3.539 orbital_gap_ev=7.9
O 0.89925 2.04747 0.26434
C 0.22180 0.96023 0.06055
N -0.82812 0.59118 -0.85800
C -0.79527 -0.68230 -1.31682
O -1.85599 -1.39956 -1.25299
O 0.30837 -1.19093 -1.59791
C 0.40006 -0.13565 1.26597
H 0.51838 0.76859 -1.00102
H 1.27232 -0.73873 0.98025
H -0.51209 -0.70394 1.27931
H 0.37129 0.48366 2.17630

---

Most stable: version A

---

Version A
84
Properties=species:S:1:pos:R:3 method="wB97M-V/def2-TZVPD" smiles="CCOC(=O)C(F)(F)F.CCOC(=O)C(F)(F)F.CCOC(=O)C(F)(F)F.CCOC(=O)C(F)(F)F.CCOC(=O)C(F)(F)F.CCOC(=O)C(F)(F)F" spin_multiplicity=1 homo_energy_ev=-11.173 charge=0 lumo_ev=0.060 orbital_gap_ev=11.2
C 14.35106 2.46602 -6.86084
C 14.38424 1.04340 -7.35086
O 15.70655 0.72760 -7.79436
C 15.89460 -0.48067 -8.27798
O 15.06344 -1.32308 -8.45200
C 17.38207 -0.76389 -8.59683
F 17.45605 -1.38441 -9.78205
F 18.11733 0.34669 -8.63708
F 17.90115 -1.58365 -7.66929
H 13.35843 2.72357 -6.49999
H 14.59041 3.15718 -7.66881
H 15.08970 2.53995 -6.06460
H 13.67775 0.77940 -8.14192
H 14.08084 0.37191 -6.53845
C 9.28506 7.30054 -2.17972
C 8.18575 8.15398 -2.76276
O 8.78714 9.08583 -3.67211
C 8.09315 10.11466 -4.11689
O 7.08878 10.55480 -3.64504
C 8.76197 10.73471 -5.35714
F 8.67909 12.06532 -5.29662
F 10.04437 10.40318 -5.49547
F 8.10650 10.31770 -6.45090
H 8.95262 6.77108 -1.28521
H 10.19209 7.81525 -1.87091
H 9.51953 6.52822 -2.91222
H 7.60987 8.71995 -2.02403
H 7.43448 7.52765 -3.24951
C 9.41299 -1.85453 0.75581
C 8.01559 -1.37585 1.09013
O 7.91035 -1.19301 2.51580
C 7.44181 -0.04129 2.96074
O 7.29558 0.98198 2.36619
C 7.22478 -0.08469 4.49286
F 5.92411 0.13207 4.74934
F 7.58723 -1.23870 5.04782
F 7.93080 0.89364 5.07842
H 9.49436 -1.98016 -0.32255
H 9.66102 -2.76458 1.30383
H 10.15590 -1.12260 1.08258
H 7.26345 -2.09468 0.77098
H 7.84090 -0.41650 0.60590
C 17.28758 4.66737 -1.65314
C 17.01091 5.80324 -2.60936
O 15.70590 6.37751 -2.37602
C 14.69927 5.81708 -2.97406
O 14.74216 4.83289 -3.66095
C 13.38350 6.60787 -2.79126
F 12.52919 5.88102 -2.04555
F 13.57438 7.77167 -2.18897
F 12.80876 6.80109 -3.97426
H 18.35079 4.42771 -1.72964
H 16.71570 3.77139 -1.88473
H 17.08830 4.96928 -0.62599
H 17.13007 5.50964 -3.65104
H 17.66184 6.65279 -2.41359
C 11.85900 2.65609 -3.32277
C 10.39559 2.27969 -3.31510
O 9.99947 1.99442 -1.96625
C 9.58016 3.02650 -1.25420
O 9.55605 4.16759 -1.60514
C 8.93261 2.59324 0.08371
F 7.61527 2.58376 -0.15270
F 9.36502 1.39471 0.46953
F 9.18389 3.46482 1.04868
H 12.38794 2.67712 -4.26981
H 12.32791 1.92390 -2.65352
H 12.06670 3.59361 -2.80442
H 10.25161 1.37208 -3.89615
H 9.75242 3.05973 -3.71921
C 13.34014 -0.08770 0.37707
C 12.89380 1.33912 0.31604
O 13.08116 2.02024 1.58104
C 12.20553 1.73302 2.52539
O 11.23364 1.05174 2.43485
C 12.55635 2.46485 3.85216
F 12.35953 1.59255 4.85911
F 13.81316 2.88411 3.88388
F 11.74840 3.49566 4.06687
H 12.55305 -0.76921 0.69551
H 14.21251 -0.17590 1.02177
H 13.61983 -0.43531 -0.62037
H 11.86830 1.47313 -0.01917
H 13.51037 1.93112 -0.36135

---

Version B
84
Properties=species:S:1:pos:R:3 method="wB97M-V/def2-TZVPD" smiles="CCOC(=O)C(F)(F)F.CCOC(=O)C(F)(F)F.CCOC(=O)C(F)(F)F.CCOC(=O)C(F)(F)F.CCOC(=O)C(F)(F)F.CCOC(=O)C(F)(F)F" spin_multiplicity=1 homo_energy_ev=-11.202 charge=0 lumo_ev=0.408 orbital_gap_ev=11.6
C 7.93909 -0.48507 -0.75079
C 6.84690 -1.52437 -0.81027
O 6.04241 -1.42790 0.36695
C 4.72772 -1.44187 0.29221
O 4.10705 -1.58647 -0.72608
C 4.06561 -1.33383 1.67384
F 4.88115 -1.57582 2.68102
F 3.65678 -0.06285 1.78554
F 3.03587 -2.13557 1.78526
H 8.49426 -0.52846 -1.68428
H 8.56577 -0.70278 0.11954
H 7.57311 0.51229 -0.50521
H 7.22704 -2.54063 -0.92298
H 6.24000 -1.38975 -1.70787
C 1.06784 1.65641 -0.66977
C 0.65646 0.34108 -0.03967
O -0.01164 -0.42134 -1.04241
C -0.55215 -1.55972 -0.62347
O -0.49916 -1.99478 0.48398
C -1.31110 -2.25549 -1.77607
F -1.20493 -1.60237 -2.92280
F -0.84017 -3.50533 -1.92125
F -2.61174 -2.37575 -1.45201
H 1.69844 1.49070 -1.54735
H 1.60271 2.31381 0.01776
H 0.27347 2.30047 -1.06108
H 0.01100 0.49647 0.82426
H 1.60271 -0.07291 0.30893
C -0.64721 0.19578 3.74507
C -0.32743 0.29676 5.24445
O -0.97101 -0.75099 5.96313
C -0.29289 -1.58996 6.72069
O 0.88605 -1.79784 6.63215
C -1.13617 -2.24665 7.82059
F -0.71034 -3.47081 8.07742
F -1.07084 -1.56120 8.96526
F -2.42152 -2.27931 7.45509
H -0.90675 -0.77287 3.31020
H 0.29409 0.35613 3.20722
H -1.42355 0.89509 3.44572
H -0.76430 1.25264 5.52622
H 0.74447 0.26328 5.41624
C -6.45810 -1.29458 0.28527
C -5.03513 -0.90788 0.68181
O -4.77218 0.35697 0.07278
C -4.14143 1.30632 0.73751
O -3.76252 1.21852 1.87068
C -3.96039 2.59481 -0.08899
F -3.74108 3.61300 0.72551
F -2.89755 2.44213 -0.87255
F -5.03023 2.90135 -0.80580
H -7.23257 -0.82161 0.88938
H -6.57285 -2.37628 0.40513
H -6.75877 -1.13336 -0.75121
H -4.32123 -1.68366 0.41197
H -5.00051 -0.84959 1.76901
C 4.52727 0.92658 -3.12155
C 4.62324 2.37289 -2.67567
O 4.95953 2.46373 -1.29665
C 5.79103 3.38911 -0.86253
O 6.61522 3.94639 -1.52707
C 5.69989 3.62991 0.65591
F 6.88913 3.54218 1.22595
F 5.18020 4.83803 0.86253
F 4.91252 2.72395 1.24872
H 5.55325 0.55738 -3.17061
H 4.06749 0.85154 -4.10467
H 3.95524 0.30502 -2.43403
H 3.69208 2.92110 -2.84598
H 5.34915 2.90385 -3.29457
C -4.01988 0.94249 -3.89538
C -5.35131 0.62461 -3.25354
O -5.64042 -0.77621 -3.28972
C -6.04042 -1.28657 -4.43376
O -6.13995 -0.66752 -5.45241
C -6.61848 -2.73647 -4.37212
F -7.67075 -2.74094 -3.53954
F -6.92140 -3.14045 -5.59241
F -5.68335 -3.58398 -3.85880
H -3.68380 1.89763 -3.48669
H -4.06777 1.03607 -4.97707
H -3.31641 0.14881 -3.63740
H -6.11443 1.26920 -3.70297
H -5.39946 0.89733 -2.20391

---

Most stable: version A

---

Version A
8
Properties=species:S:1:pos:R:3 method="wB97M-V/def2-TZVPD" spin_multiplicity=1 homo_energy_ev="-8.933 / -8.935" charge=0 lumo_ev="-1.844 / -1.843" orbital_gap_ev="7.1 / 7.1"
C 0.53245 -1.10483 -0.39319
C 0.16412 0.20918 -0.39484
C -1.03055 0.69843 0.04675
F 0.28177 1.42437 1.89949
S -2.37427 1.17440 0.56305
H 1.48291 -1.42534 -0.86381
H 0.13084 -1.81808 0.15385
H 0.81273 0.84187 -1.01129

---

Version B
8
Properties=species:S:1:pos:R:3 method="wB97M-V/def2-TZVPD" spin_multiplicity=1 homo_energy_ev=-9.936 charge=0 lumo_ev=-1.454 orbital_gap_ev=8.5
C -1.00933 0.02168 -0.65284
C -0.25759 0.39700 0.41978
C 0.98526 -0.09835 0.70179
F 1.12378 -1.64480 -0.20499
S 2.41644 0.26984 1.19860
H -1.87000 0.70309 -1.04996
H -0.87230 -0.97314 -1.21368
H -0.51627 1.32467 0.80130

---

Most stable: version B